Formula: C4H7NO4
Source: the OMol25 dataset
Level of theory: wB97M-V/def2-TZVPD

```
! wB97M-V def2-TZVPD RIJCOSX def2/J DEFGRID3
* xyz 0 1
O -0.33138 2.80940 2.84329
O 1.95771 1.23349 -1.41752
O 1.90008 1.99774 3.05588
O 0.79353 4.65354 1.64207
N 0.94972 2.61090 0.67497
C 1.27054 1.21899 0.87392
C 1.81451 0.60794 -0.39718
C 0.69008 3.44196 1.72157
C 2.26419 1.07240 2.04158
H 1.03587 3.01016 -0.25143
H 2.09157 -0.46499 -0.31980
H 0.36181 0.64778 1.14169
H 2.23658 0.03936 2.41029
H 0.94878 1.77003 3.72446
H 3.28441 1.32803 1.72638
H -0.18816 1.84096 2.81023
*
```

Values from the calculation:
* HOMO-LUMO gap: 10.343 eV
* HOMO energy: -10.28 eV
* relative energy (zero: lowest compared OMol25 entry of this formula, charge and spin): 377.6 kJ/mol
* SMILES: O=C[C@@H](CO)NC(=O)O

Atom charges from the Löwdin analysis, given in e for atoms 1 to 4: -0.068 0.083 -0.154 0.113

Formula: C30H68N6O5S3
Source: the OMol25 dataset
Level of theory: wB97M-V/def2-TZVPD

```
! wB97M-V def2-TZVPD RIJCOSX def2/J DEFGRID3
* xyz 0 1
S -5.74557 -0.72516 -7.12521
S -1.74605 -3.88360 -3.95035
S -6.45088 -2.36876 -3.44942
O -4.77864 -2.00138 -7.07916
O -4.95239 0.42072 -7.35266
O -6.89355 -0.99440 -7.90666
O -2.87681 -1.91505 -2.54924
O -6.21534 -0.78915 -5.56877
N 5.83281 3.94855 -1.49970
N -5.24263 0.44621 4.83027
N -0.15463 1.46669 1.37535
N 4.49824 -2.79757 0.93089
N -1.04259 -1.27105 -3.58244
N -1.54105 -0.19594 -2.86436
C 3.57633 3.06892 -2.33877
C 3.71619 -1.89109 0.10851
C 1.19533 1.56170 1.89685
C -0.41282 0.33397 0.50531
C 1.58033 0.65838 3.07644
C 6.64273 3.32544 -2.52896
C 5.04116 -1.14149 2.80780
C 3.52339 -2.38526 -1.31683
C -1.85231 -2.25233 -3.36116
C 4.45784 4.23589 -1.87119
C -4.02434 -1.46447 3.82728
C -3.98050 -3.76570 -5.63404
C -3.50629 -4.20651 -4.25002
C -5.28348 -0.97109 4.52605
C -7.74476 0.76912 5.27831
C -1.10142 3.05724 3.03069
C -6.28674 0.87626 5.74240
C 6.67038 4.11736 -3.82732
C -1.21772 1.71431 2.32689
C 6.02479 3.36813 -0.18424
C 5.80631 -3.14256 0.40406
C -4.98461 1.31579 3.69838
C 6.76055 -1.97929 0.10830
C 4.43723 -2.47344 2.34333
C -2.61404 -0.60542 -2.29402
C -5.94501 1.25361 2.50176
C -5.98969 -2.15558 -5.17994
C 5.61170 1.90627 0.02271
C -0.51312 -1.05979 1.14171
C -4.59285 -2.39021 -5.66339
H 4.13946 -0.87327 0.07571
H -1.29653 0.92015 3.08853
H -3.29417 -0.06874 -1.66441
H 7.20836 -1.57576 1.01496
H -3.97760 1.09682 3.33346
H -3.11813 -3.72961 -6.29179
H -0.23514 3.10201 3.69143
H 2.83587 -1.72394 -1.84581
H -4.05920 -2.54996 3.72769
H -0.92864 -1.76369 0.41546
H 3.37827 -2.48575 2.62291
H 7.57827 -2.31345 -0.53346
H 2.68563 3.45838 -2.83499
H -3.13512 -1.20274 4.40250
H -1.16747 -1.06858 2.01474
H 6.97903 5.14734 -3.64541
H -3.87563 -1.64591 -5.32113
H -4.66802 -4.49149 -6.06315
H -6.17579 0.28772 6.65850
H 1.88484 1.38375 1.06709
H -6.07978 1.90968 6.03230
H 0.82720 0.65675 3.86569
H 5.99608 1.25456 -0.76264
H -7.99930 1.53344 4.54526
H 4.09297 2.42728 -3.05397
H -4.04525 -3.71866 -3.45074
H -8.41078 0.90936 6.13188
H 4.72539 -0.30779 2.17918
H 5.66067 -3.70896 -0.51898
H -6.69070 -2.73808 -5.77658
H -6.88000 1.77684 2.69460
H -7.96747 -0.20813 4.84916
H 6.32878 2.29245 -2.75138
H -1.02589 3.86851 2.30580
H -4.93122 2.34547 4.06038
H 6.28150 -3.84698 1.09085
H -5.48184 1.73352 1.63666
H 4.52842 1.79182 0.06710
H 7.66404 3.25980 -2.14415
H -2.16166 1.70369 1.77262
H 3.97910 4.73421 -1.02490
H 6.12974 -1.16677 2.83699
H 0.46088 -1.44818 1.43738
H 7.38161 3.66469 -4.51901
H 6.24404 -1.16971 -0.40831
H 7.08771 3.46136 0.06060
H 5.50213 3.99312 0.54476
H 2.73055 -1.79824 0.57537
H -1.35210 0.53505 -0.01713
H 4.47508 4.98694 -2.66455
H 3.10261 -3.39151 -1.32383
H -1.98731 3.22726 3.64410
H 1.37530 2.59910 2.19068
H -6.35413 -3.70056 -3.44106
H 3.23558 2.45023 -1.50974
H 1.75246 -0.36966 2.75879
H 2.51279 1.01880 3.51594
H 6.01014 1.54082 0.97224
H -3.92010 -1.04883 2.82370
H -6.17999 0.22638 2.21893
H 0.35212 0.31439 -0.27484
H -6.15925 -1.25269 3.91881
H -3.63042 -5.27384 -4.11539
H 5.69895 4.13035 -4.32222
H 4.70498 -0.92727 3.82487
H -5.38275 -1.50573 5.47432
H 4.45850 -2.39811 -1.87778
H 4.89687 -3.28769 2.90999
*
```

Values from the calculation:
* HOMO-LUMO gap: 7.962 eV
* HOMO energy: -8.02 eV
* relative energy (zero: lowest compared OMol25 entry of this formula, charge and spin): 0.0 kJ/mol

Atom charges from the Löwdin analysis, given in e for atoms 1 to 4: 0.614 1.014 0.861 -0.165